{"formula": "C18H42ClN6O10", "method": "ωB97M-V with the def2-TZVPD basis set", "elements": ["Cl", "O", "O", "O", "O", "C", "C", "O", "N", "C", "H", "H", "H", "H", "H", "H", "H", "C", "C", "O", "N", "C", "H", "H", "H", "H", "H", "H", "H", "C", "C", "O", "N", "C", "H", "H", "H", "H", "H", "H", "H", "C", "C", "O", "N", "C", "H", "H", "H", "H", "H", "H", "H", "C", "C", "O", "N", "C", "H", "H", "H", "H", "H", "H", "H", "C", "C", "O", "N", "C", "H", "H", "H", "H", "H", "H", "H"], "positions_angstrom": [[13.461, 12.645, 10.903], [12.716, 13.689, 11.487], [13.855, 13.085, 9.585], [14.654, 12.231, 11.648], [12.599, 11.435, 10.808], [20.297, 7.235, 5.367], [20.526, 5.908, 6.072], [21.633, 5.442, 6.242], [19.395, 5.399, 6.587], [19.378, 4.176, 7.331], [19.404, 7.585, 5.821], [20.091, 7.054, 4.305], [21.149, 7.923, 5.417], [18.531, 5.895, 6.430], [19.399, 4.384, 8.493], [20.309, 3.627, 7.054], [18.495, 3.579, 7.120], [13.501, 16.463, 8.285], [12.064, 16.102, 8.049], [11.275, 16.846, 7.460], [11.788, 14.887, 8.566], [10.547, 14.170, 8.625], [14.018, 16.016, 7.438], [13.870, 15.993, 9.174], [13.741, 17.538, 8.343], [12.572, 14.592, 9.127], [9.668, 14.883, 8.550], [10.510, 13.665, 9.525], [10.400, 13.446, 7.801], [13.026, 12.464, 6.159], [13.331, 11.011, 6.341], [13.737, 10.314, 5.394], [13.087, 10.652, 7.637], [13.366, 9.319, 8.151], [14.018, 12.971, 6.241], [12.317, 12.819, 6.932], [12.749, 12.650, 5.115], [12.944, 11.404, 8.348], [14.247, 9.243, 8.789], [13.545, 8.608, 7.314], [12.572, 9.037, 8.831], [14.544, 6.874, 5.305], [15.767, 7.390, 6.037], [16.557, 6.535, 6.474], [15.856, 8.717, 6.143], [16.994, 9.309, 6.799], [13.876, 6.216, 5.902], [14.910, 6.280, 4.502], [13.952, 7.689, 4.939], [15.069, 9.297, 5.832], [17.383, 8.679, 7.558], [16.677, 10.237, 7.245], [17.835, 9.585, 6.012], [15.996, 9.711, 13.091], [14.727, 9.683, 13.915], [14.684, 9.145, 15.003], [13.642, 10.221, 13.363], [12.448, 10.339, 14.203], [16.690, 10.436, 13.502], [15.780, 10.088, 12.076], [16.458, 8.710, 13.086], [13.792, 10.819, 12.593], [12.095, 9.361, 14.574], [11.648, 10.945, 13.758], [12.683, 10.813, 15.183], [14.758, 17.138, 12.138], [15.678, 16.810, 11.000], [16.009, 17.675, 10.200], [16.106, 15.498, 10.879], [17.016, 14.952, 9.842], [14.858, 16.588, 13.103], [13.709, 17.093, 11.728], [14.924, 18.214, 12.338], [15.789, 14.824, 11.599], [17.962, 14.541, 10.279], [17.223, 15.829, 9.195], [16.545, 14.085, 9.381]], "forces_ev_per_angstrom": [[-0.232, -3.082, -0.678], [-0.266, 1.110, 1.302], [0.372, -0.282, -0.507], [-0.650, 1.222, -0.326], [0.956, 1.459, -0.274], [0.366, -0.771, -0.735], [0.372, 1.134, 0.166], [0.586, -0.650, -0.064], [-0.442, -0.195, -0.211], [0.999, -0.128, 2.004], [-0.684, 1.152, 0.115], [-0.004, -0.007, 0.135], [-0.280, -0.310, 0.328], [-0.303, -0.020, 0.125], [0.018, -0.453, -2.122], [-0.777, 0.235, 0.399], [-0.026, 0.050, -0.105], [0.378, 0.586, -0.494], [-1.208, 1.356, -0.247], [0.352, -0.874, 0.283], [0.584, 0.282, 0.023], [-1.325, 1.713, -2.182], [0.430, 0.136, -0.055], [0.357, -0.284, 0.478], [-0.470, -0.504, -0.221], [-0.418, -0.822, 0.069], [1.090, -0.670, 0.178], [-0.193, -1.097, 1.883], [0.268, 0.250, 0.218], [0.867, 0.620, -0.421], [-0.552, 0.491, 0.648], [-0.357, 0.039, 1.253], [0.788, -0.327, -0.262], [0.268, -0.422, -0.096], [-0.741, -0.061, 0.314], [0.503, 0.140, -0.795], [-0.432, -0.023, 0.396], [0.172, -0.903, -0.989], [0.360, 0.485, -0.156], [-0.641, 0.546, 0.653], [-0.429, -0.340, -0.297], [-0.519, 0.124, 0.842], [-0.718, -1.689, 0.168], [0.294, 1.169, -0.126], [0.710, -0.564, 0.259], [1.060, 1.374, -2.317], [0.733, 0.453, 0.002], [0.212, -0.463, -0.809], [-0.421, 0.415, -0.414], [0.196, -0.092, -0.102], [0.418, -0.704, 0.535], [-0.045, 0.418, 0.221], [-1.474, -0.648, 1.608], [-0.199, 0.227, -0.768], [0.648, -0.544, -0.111], [0.244, -0.463, 0.995], [-1.318, -0.158, 1.040], [0.135, 0.243, 1.178], [0.163, -0.048, 0.348], [0.177, -0.505, 0.290], [-0.210, 0.486, -0.043], [-0.246, 0.501, -0.754], [-0.004, 0.171, -0.814], [0.392, -0.468, -0.306], [0.208, 0.084, -0.669], [-1.059, 0.841, 0.373], [1.184, -1.149, -0.712], [-0.057, -0.201, 0.115], [-0.284, -0.587, 1.088], [0.009, 0.882, 0.950], [-0.083, 0.056, -1.014], [0.896, -0.259, 0.615], [-0.047, -0.564, -0.001], [0.217, 0.791, -0.801], [-0.616, 0.700, -0.102], [-0.033, -0.960, -0.021], [-0.221, 0.351, -0.475]], "charge": -1, "molar_mass_g_mol": 538.0, "homo_ev": -7.10, "relative_energy_kcal_mol": 8.2, "energy_ev": -61283.641, "gap_ha": 0.3467, "fmax_ha_per_bohr": 0.06154}